{"formula": "C6H10", "method": "the ωB97M-V functional and the def2-TZVPD basis", "symbols": ["C", "C", "C", "C", "C", "C", "H", "H", "H", "H", "H", "H", "H", "H", "H", "H"], "positions_angstrom": [[2.637, -0.022, 0.890], [1.769, -0.474, -0.233], [0.415, -0.537, -0.212], [-0.294, -0.115, 0.965], [-1.741, 0.165, 0.751], [-2.290, 0.506, -0.643], [2.029, 0.301, 1.734], [3.295, -0.840, 1.205], [3.291, 0.799, 0.575], [-0.079, -0.857, -1.137], [2.287, -0.747, -1.155], [-2.062, 0.918, 1.485], [-2.201, -0.771, 1.129], [-2.257, -0.346, -1.331], [-3.332, 0.836, -0.581], [-1.712, 1.318, -1.100]], "energy_ev": -6380.3031, "spin_multiplicity": 1, "relative_energy_kcal_mol": 82.01, "gap_ha": 0.2748}

{"formula": "C53H45BrMgN5OP2Te", "method": "the ωB97M-V functional and the def2-TZVPD basis", "symbols": ["Mg", "N", "C", "O", "C", "C", "H", "H", "H", "H", "H", "H", "Br", "C", "C", "C", "C", "C", "C", "N", "C", "C", "C", "C", "C", "C", "N", "H", "H", "H", "H", "H", "H", "H", "H", "H", "Te", "C", "C", "C", "N", "C", "C", "C", "P", "C", "C", "C", "C", "C", "C", "C", "C", "C", "C", "C", "C", "P", "C", "C", "C", "C", "C", "C", "C", "C", "C", "C", "C", "C", "H", "H", "H", "H", "H", "H", "H", "H", "H", "H", "H", "H", "H", "H", "H", "H", "H", "H", "H", "H", "H", "H", "H", "H", "C", "C", "C", "C", "C", "C", "C", "C", "N", "H", "H", "H", "H", "H", "H"], "positions_angstrom": [[2.010, 0.746, -0.456], [2.106, 4.647, 0.983], [2.090, 3.500, 0.273], [1.554, 2.495, 0.752], [2.711, 3.510, -1.098], [3.327, 2.158, -1.442], [1.573, 4.695, 1.834], [2.450, 5.493, 0.565], [3.366, 4.391, -1.175], [1.855, 3.708, -1.762], [4.318, 2.084, -0.975], [3.486, 2.092, -2.522], [0.373, -5.326, -4.603], [1.069, -4.076, -3.347], [0.974, -2.716, -3.608], [1.473, -1.817, -2.688], [2.073, -2.237, -1.493], [2.137, -3.617, -1.254], [1.645, -4.531, -2.176], [2.530, -1.285, -0.593], [3.625, -1.570, 0.145], [4.059, -0.794, 1.180], [5.306, -0.996, 1.861], [5.840, -0.034, 2.636], [5.141, 1.238, 2.724], [3.915, 1.385, 2.216], [3.211, 0.314, 1.589], [0.506, -2.358, -4.516], [1.401, -0.756, -2.894], [2.547, -3.982, -0.320], [1.694, -5.592, -1.971], [4.222, -2.447, -0.107], [5.821, -1.937, 1.699], [6.783, -0.173, 3.145], [5.621, 2.093, 3.184], [3.363, 2.313, 2.282], [-2.299, 1.552, 1.295], [-4.337, 1.936, 0.833], [-5.259, 2.269, 1.820], [-6.572, 2.526, 1.459], [-7.026, 2.474, 0.207], [-6.135, 2.152, -0.730], [-4.801, 1.879, -0.475], [-1.719, 0.599, -0.428], [-1.139, -1.093, -0.471], [-1.256, -1.925, 1.175], [-0.144, -2.651, 1.598], [-0.163, -3.368, 2.789], [-1.305, -3.373, 3.572], [-2.432, -2.677, 3.149], [-2.409, -1.967, 1.960], [-2.469, -2.114, -1.257], [-2.110, -3.344, -1.805], [-3.062, -4.160, -2.402], [-4.389, -3.754, -2.457], [-4.757, -2.529, -1.911], [-3.802, -1.716, -1.319], [-0.541, 1.484, -1.474], [-0.769, 0.819, -3.174], [-1.877, 0.077, -3.569], [-1.967, -0.428, -4.860], [-0.954, -0.180, -5.776], [0.150, 0.573, -5.396], [0.244, 1.061, -4.101], [-1.262, 3.164, -1.723], [-0.977, 4.177, -0.808], [-1.520, 5.446, -0.947], [-2.361, 5.729, -2.013], [-2.654, 4.734, -2.933], [-2.110, 3.465, -2.789], [-4.972, 2.321, 2.864], [-7.303, 2.782, 2.220], [-6.509, 2.114, -1.749], [-4.118, 1.615, -1.276], [0.744, -2.661, 0.970], [0.713, -3.924, 3.101], [-1.325, -3.926, 4.503], [-3.334, -2.694, 3.748], [-3.300, -1.449, 1.629], [-1.070, -3.658, -1.775], [-2.763, -5.107, -2.835], [-5.132, -4.386, -2.926], [-5.791, -2.206, -1.950], [-4.077, -0.748, -0.913], [-2.665, -0.109, -2.855], [-2.826, -1.023, -5.143], [-1.019, -0.580, -6.780], [0.947, 0.765, -6.104], [1.124, 1.619, -3.794], [-0.348, 3.959, 0.044], [-1.293, 6.211, -0.215], [-2.790, 6.718, -2.123], [-3.314, 4.941, -3.767], [-2.350, 2.703, -3.519], [2.053, -0.127, 2.406], [2.432, -0.593, 3.782], [2.427, 0.287, 4.859], [2.818, -0.129, 6.120], [3.220, -1.449, 6.313], [3.222, -2.344, 5.243], [2.827, -1.913, 3.992], [3.627, -1.890, 7.617], [3.955, -2.241, 8.662], [1.348, 0.706, 2.459], [1.574, -0.941, 1.866], [2.111, 1.312, 4.706], [2.813, 0.557, 6.956], [3.530, -3.369, 5.403], [2.826, -2.600, 3.155]], "energy_ev": -166550.0571, "total_charge": -1, "spin_multiplicity": 1, "relative_energy_kcal_mol": 0.00, "gap_ha": 0.2230}

{"formula": "C8H13N2O3S", "method": "the ωB97M-V functional and the def2-TZVPD basis", "symbols": ["C", "C", "C", "C", "C", "C", "C", "C", "N", "N", "O", "O", "O", "S", "H", "H", "H", "H", "H", "H", "H", "H", "H", "H", "H", "H", "H"], "positions_angstrom": [[1.083, -1.631, 0.879], [1.279, -0.476, -1.175], [-0.716, 0.648, -2.165], [0.121, -0.638, -1.914], [1.084, 2.517, 0.067], [-1.083, -1.286, 3.135], [0.883, 2.533, -1.456], [-1.142, -1.937, 1.716], [1.824, -0.880, -0.128], [-1.940, 0.413, -2.590], [-0.250, -1.632, -2.526], [-0.371, 1.915, -1.988], [-0.222, -1.287, 0.741], [1.901, -2.576, 1.856], [2.050, 3.081, 0.275], [0.372, 2.968, 0.732], [1.030, 1.395, 0.299], [-1.987, -0.611, 3.343], [-1.336, -2.064, 3.860], [-0.135, -0.817, 3.024], [1.768, 2.147, -1.875], [0.617, 3.508, -1.798], [-2.156, -1.905, 1.298], [-0.897, -2.965, 1.791], [-2.629, 1.139, -2.484], [-2.061, -0.502, -3.023], [2.915, -1.056, 0.106]], "energy_ev": -28453.8314, "total_charge": 1, "spin_multiplicity": 1, "relative_energy_kcal_mol": 55.81, "smiles": "CCOC(=[NH2+])C([O-])=C=[NH+]C(=S)OCC", "gap_ha": 0.2961}

{"formula": "C4H7NO", "method": "the ωB97M-V functional and the def2-TZVPD basis", "symbols": ["C", "C", "N", "C", "C", "O", "H", "H", "H", "H", "H", "H", "H"], "positions_angstrom": [[-0.355, -0.234, -1.881], [-0.438, -0.595, -0.536], [0.271, -1.304, 0.251], [0.517, -0.488, 1.449], [-0.070, 0.829, 1.003], [-1.002, 0.609, 0.139], [0.316, -0.807, -2.511], [0.789, 0.899, -1.114], [-1.190, 0.276, -2.350], [0.007, -0.884, 2.344], [1.584, -0.410, 1.679], [1.070, 1.201, -0.337], [-0.064, 1.788, 1.510]], "energy_ev": -7793.8165, "spin_multiplicity": 1, "relative_energy_kcal_mol": 134.39, "gap_ha": [0.2850, 0.2849]}

{"formula": "C2H4FN", "method": "the ωB97M-V functional and the def2-TZVPD basis", "symbols": ["C", "C", "N", "F", "H", "H", "H", "H"], "positions_angstrom": [[0.067, -0.024, 0.478], [-0.409, 0.075, -0.972], [1.132, -0.623, 0.696], [-0.722, 0.409, 1.438], [-0.945, 1.058, -1.130], [-1.079, -0.703, -1.262], [0.487, 0.034, -1.498], [1.469, -0.226, 2.250]], "energy_ev": -6343.3486, "spin_multiplicity": 1, "relative_energy_kcal_mol": 61.13, "gap_ha": 0.3882}

{"formula": "C2H14NO4", "method": "the ωB97M-V functional and the def2-TZVPD basis", "symbols": ["C", "C", "N", "H", "H", "H", "H", "H", "H", "H", "H", "O", "H", "H", "O", "H", "H", "O", "H", "H", "O"], "positions_angstrom": [[-2.398, 0.273, -0.260], [-3.449, 0.913, 0.205], [-0.999, 0.773, -0.157], [-2.439, -0.702, -0.733], [-4.416, 0.467, 0.004], [-3.396, 1.936, 0.567], [-0.870, 1.573, -0.786], [-0.794, 1.221, 0.743], [-0.358, -0.014, -0.257], [1.017, 2.181, -3.024], [1.239, 3.594, -2.966], [0.639, 2.949, -2.584], [0.692, -2.466, -0.034], [1.342, -1.667, 1.086], [0.741, -1.590, 0.358], [1.659, 1.800, 2.032], [1.256, 0.660, 2.855], [1.350, 0.880, 1.922], [2.511, -4.447, -0.284], [3.280, -3.837, 0.906], [2.407, -3.838, 0.459]], "energy_ev": -11974.5187, "total_charge": 1, "spin_multiplicity": 1, "relative_energy_kcal_mol": 21.31, "gap_ha": 0.4314}

Asked for molar mass across the records above, the calculation gives 82.15, 1061.73, 217.27, 85.11, 61.06, 116.14 g/mol in order.